Entry 1:
{"formula": "H10NO3", "method": "ωB97M-V with the def2-TZVPD basis set", "symbols": ["N", "H", "H", "H", "H", "H", "H", "O", "H", "H", "O", "H", "H", "O"], "positions_angstrom": [[-0.272434, 1.071538, -0.010342], [-0.455135, 1.785250, 0.659379], [-0.528561, 1.583636, -0.852730], [0.754582, 0.859561, -0.115168], [-0.684298, 0.284555, 0.314714], [-1.265612, 1.130975, 2.917470], [-2.525731, 1.175406, 2.200905], [-1.666211, 0.962502, 2.077570], [-1.096171, -2.270597, -1.544910], [0.035280, -1.269103, -1.467925], [-0.097859, -2.229892, -1.593565], [2.593567, -0.332060, 0.236067], [2.413937, 0.700048, -1.080036], [2.097217, -0.126165, -0.633427]], "forces_ev_per_a": [[3.4, 4.0, -2.0], [0.0, 0.4, 1.4], [-0.7, -1.2, -0.6], [-0.3, -0.3, 0.2], [-2.5, -3.2, 0.6], [0.5, 0.0, 1.0], [-4.5, 1.0, 0.5], [3.7, -0.9, -0.9], [1.5, -0.4, -0.2], [0.4, -0.8, -0.3], [-2.0, 1.1, 0.5], [-0.7, 0.8, -2.3], [0.6, -1.3, 0.8], [0.5, 0.7, 1.4]], "lumo_ev": -3.896, "charge": 1, "relative_energy_kj_mol": 195.1, "energy_ev": -7787.65592}

Entry 2:
{"formula": "C27H29N4O4Sn", "method": "ωB97M-V with the def2-TZVPD basis set", "symbols": ["Sn", "C", "N", "C", "C", "C", "N", "C", "C", "C", "C", "C", "C", "C", "O", "C", "C", "C", "N", "C", "C", "C", "C", "C", "C", "C", "O", "H", "H", "H", "H", "H", "H", "H", "H", "H", "H", "H", "H", "H", "H", "H", "H", "H", "H", "H", "H", "H", "H", "H", "H", "H", "O", "C", "O", "C", "C", "C", "C", "C", "N", "H", "H", "H", "H"], "positions_angstrom": [[-0.080345, 0.256161, 0.226032], [1.580328, 0.391910, 2.650327], [2.088530, 0.352267, 1.253817], [2.949417, -0.837379, 1.017080], [2.870758, -1.354599, -0.416783], [1.874789, -2.472047, -0.535576], [0.662692, -2.146965, 0.207466], [-0.101061, -3.141028, 0.441586], [-1.341919, -3.116624, 1.156609], [-2.140070, -4.260766, 1.153815], [-3.338177, -4.295145, 1.834806], [-3.762310, -3.163507, 2.551712], [-2.999680, -2.026535, 2.558550], [-1.760603, -1.968089, 1.868604], [-1.018846, -0.902808, 1.962463], [2.815963, 1.610277, 0.947705], [3.213288, 1.862913, -0.507246], [2.025909, 2.148851, -1.407768], [1.196887, 0.975697, -1.716158], [1.051379, 0.642460, -2.945784], [0.212460, -0.380976, -3.497684], [0.286941, -0.591753, -4.891022], [-0.540606, -1.467483, -5.536373], [-1.503227, -2.166359, -4.793571], [-1.594036, -1.988705, -3.432412], [-0.730106, -1.113530, -2.738444], [-0.845220, -1.016427, -1.435666], [2.401234, 0.399816, 3.373568], [0.948742, -0.475396, 2.835119], [0.983200, 1.292741, 2.788426], [2.639178, -1.623323, 1.705371], [3.982719, -0.575135, 1.259497], [3.841934, -1.707624, -0.764336], [2.551547, -0.549180, -1.057458], [2.292456, -3.412031, -0.166583], [1.637123, -2.624582, -1.594389], [0.198034, -4.133735, 0.090051], [-1.816616, -5.126278, 0.586825], [-3.953839, -5.184675, 1.808419], [-4.702108, -3.193068, 3.088106], [-3.301053, -1.146137, 3.114172], [3.733066, 1.629336, 1.548226], [2.184427, 2.430361, 1.275134], [3.835449, 1.068469, -0.924940], [3.830261, 2.762626, -0.501934], [2.369947, 2.616905, -2.333956], [1.399561, 2.870109, -0.882575], [1.622881, 1.198864, -3.693541], [1.028238, -0.039029, -5.459730], [-0.456022, -1.618189, -6.604503], [-2.177993, -2.849354, -5.295070], [-2.312388, -2.537281, -2.833277], [-0.628970, 4.460410, 1.057557], [-0.571087, 3.334626, 0.618790], [0.203992, 2.361312, 0.975457], [-1.541684, 2.957920, -0.497793], [-2.132996, 3.956641, -1.251714], [-2.982111, 3.581175, -2.278199], [-3.239025, 2.235321, -2.496179], [-2.635561, 1.299477, -1.680976], [-1.777802, 1.653546, -0.708266], [-1.919347, 4.987869, -1.014547], [-3.448922, 4.333941, -2.901793], [-3.906910, 1.913592, -3.282706], [-2.831588, 0.249247, -1.786542]], "forces_ev_per_a": [[0.0, -1.4, -1.1], [0.3, 0.0, 0.5], [-1.2, -0.1, -0.3], [0.2, -0.2, -0.1], [0.2, 0.0, 0.3], [-0.1, -0.2, -0.5], [0.5, 0.3, 0.3], [-0.2, -0.1, 0.2], [-0.1, 0.6, 0.2], [-0.4, -0.2, 0.1], [-0.1, 0.1, 0.0], [0.1, -0.5, -0.3], [0.7, 0.6, -0.1], [-1.3, -1.3, -0.3], [1.4, 2.9, -1.2], [0.6, 0.4, 0.0], [-0.2, -0.3, 0.2], [0.0, 0.2, -0.3], [-0.6, 0.4, 1.4], [-0.2, -0.3, -0.2], [-0.1, 0.0, 0.0], [0.1, 0.1, 0.0], [-0.1, -0.1, -0.2], [0.1, 0.1, 0.1], [-0.1, -0.2, 0.3], [0.0, 0.3, 0.1], [-0.1, 0.7, 0.7], [0.1, 0.0, -0.1], [0.2, 0.0, 0.0], [0.1, -0.1, 0.0], [0.0, 0.1, 0.1], [-0.1, 0.2, 0.2], [0.0, 0.1, 0.0], [0.2, 0.0, -0.2], [0.0, 0.0, 0.1], [-0.1, 0.0, 0.0], [0.1, 0.0, -0.1], [0.0, 0.0, 0.0], [0.0, 0.0, 0.0], [0.0, 0.0, 0.0], [0.0, 0.0, -0.1], [-0.1, -0.2, 0.1], [0.2, -0.1, 0.1], [0.0, 0.0, 0.1], [0.0, 0.0, 0.1], [0.0, -0.1, -0.1], [0.0, 0.1, -0.3], [0.1, 0.1, 0.1], [0.0, 0.0, 0.0], [0.0, 0.0, 0.0], [0.0, 0.0, 0.0], [0.0, 0.0, -0.1], [0.6, -0.5, 0.0], [-1.3, 0.1, -0.5], [-0.4, -1.3, 0.3], [0.1, -0.1, 0.1], [-0.1, -0.2, 0.0], [-0.1, 0.1, -0.1], [0.0, 0.1, 0.1], [0.1, 0.0, 0.3], [0.4, 0.0, 0.0], [0.0, 0.0, 0.0], [0.0, 0.0, 0.0], [0.0, 0.0, 0.0], [0.1, -0.3, 0.0]], "lumo_ev": -4.507, "charge": 1, "relative_energy_kj_mol": 222.4, "energy_ev": -48446.30252}

Entry 3:
{"formula": "C3H9NO2S", "method": "ωB97M-V with the def2-TZVPD basis set", "symbols": ["C", "O", "C", "C", "S", "N", "H", "H", "H", "H", "H", "H", "H", "H", "H", "O"], "positions_angstrom": [[-0.904143, 0.274410, 0.078863], [-1.550416, -0.690916, -0.667869], [0.564848, -0.129075, 0.340284], [1.539034, 0.923800, 0.841584], [1.018477, 1.938205, 2.290954], [0.592392, -1.307352, 1.243729], [-0.905114, 1.280644, -0.410863], [-1.395199, 0.478217, 1.043903], [0.893588, -0.510383, -0.632446], [1.756206, 1.585139, -0.006349], [2.485797, 0.460629, 1.112487], [0.664116, -0.968266, 2.201634], [-0.234644, -1.851232, 1.045640], [-1.810808, -0.724986, -2.104499], [-0.901370, -0.212670, -3.219798], [-1.812761, -0.546166, -3.157260]], "forces_ev_per_a": [[0.1, 0.5, -0.6], [-0.3, -0.5, 0.4], [-0.5, -0.7, 0.5], [-0.2, 0.6, -0.1], [0.1, 0.0, 0.1], [1.0, 0.2, -0.2], [0.1, -0.1, -0.1], [0.1, -0.2, 0.2], [0.2, 0.1, -0.2], [-0.1, 0.1, 0.1], [0.1, -0.3, -0.1], [-0.6, -0.1, -0.2], [-0.3, 0.1, 0.3], [0.2, 0.7, 0.0], [-0.5, -0.2, -0.1], [0.5, -0.1, 0.1]], "lumo_ev": 6.192, "charge": -2, "relative_energy_kj_mol": 38.1, "energy_ev": -19675.67006}

Entry 4:
{"formula": "C5H15NO", "method": "ωB97M-V with the def2-TZVPD basis set", "symbols": ["C", "C", "N", "C", "C", "C", "H", "H", "H", "H", "H", "H", "H", "H", "H", "H", "H", "H", "H", "O", "H", "H"], "positions_angstrom": [[1.182251, 1.165286, -0.413630], [0.383946, -0.019196, 0.105054], [-0.723818, -0.398367, -0.750325], [-1.278370, -1.648278, -0.202745], [-1.699165, 0.163193, -1.683208], [-1.296755, 1.401313, -2.468862], [1.407516, 1.076998, -1.471979], [0.678195, 2.097099, -0.174023], [2.121689, 1.195898, 0.131755], [0.172508, 0.050528, 1.180262], [1.022099, -0.906981, -0.002204], [-2.278404, -1.885267, -0.547526], [-1.277075, -1.509204, 0.884660], [-0.612977, -2.502756, -0.373201], [-2.517760, 0.506606, -1.030576], [-2.036711, -0.645211, -2.323268], [-0.888807, 2.212319, -1.872694], [-2.209888, 1.707584, -2.979610], [-0.540641, 1.154648, -3.216997], [2.813816, -0.619494, 4.424464], [2.971862, -0.192854, 5.274010], [2.363351, -1.437483, 4.662346]], "forces_ev_per_a": [[0.0, 0.0, 0.9], [0.5, 0.0, -1.8], [-0.8, -2.5, -0.3], [1.0, 0.6, 0.6], [0.6, 1.9, 2.1], [0.2, -0.7, -0.6], [-0.1, 0.1, -0.1], [-0.1, 0.2, -0.3], [0.2, 0.0, 0.0], [-0.4, 0.3, 0.0], [0.3, 0.1, 0.5], [-0.1, 0.1, -0.1], [-0.5, -0.4, 0.2], [0.0, -0.1, -0.2], [-0.6, -0.2, -0.5], [0.0, 0.1, -0.2], [-0.3, 0.0, 0.2], [0.2, 0.4, -0.1], [0.0, 0.0, -0.1], [-0.1, -0.1, 0.2], [0.0, 0.0, -0.1], [0.0, 0.0, -0.1]], "lumo_ev": 0.872, "relative_energy_kj_mol": 186.1, "smiles": "CCN(C)CC.O", "energy_ev": -8964.42990}